Entry 1:
C18H15N3O2 | wB97M-V/def2-TZVPD

XYZ file:
```
38
Properties=species:S:1:pos:R:3:mulliken_charge:R:1
C -2.4625 -5.7852 -2.8457 -1.248
C -1.9255 -4.3952 -2.4151 0.275
C -1.5873 -4.1403 -1.1378 -0.724
C -1.2617 -2.6938 -1.1018 0.904
C -0.9572 -1.9417 0.1288 0.616
C -0.2844 -2.6610 1.2388 -0.543
C 0.1785 -1.8779 2.3314 -0.591
C 0.0071 -0.4671 2.3269 0.613
C 0.3574 0.5309 3.2102 -0.292
O 0.8268 0.1806 4.3823 -0.697
N 0.0732 1.8472 2.6973 0.178
C 0.5701 3.0798 3.0649 0.570
C 1.9083 3.2458 3.6207 -0.382
C 2.3051 4.5089 4.0937 -0.599
C 1.3602 5.5102 3.9171 -0.429
C 0.0600 5.2770 3.5385 -0.565
C -0.2909 4.1053 2.9736 -0.197
N -0.6489 1.4535 1.4779 -0.175
C -0.6742 0.0830 1.3127 0.194
N -1.2368 -0.6989 0.2925 -0.590
C -1.3843 -2.2916 -2.3861 0.095
C -1.3062 -0.9057 -2.9884 -1.293
O -1.7939 -3.3250 -3.1965 -0.373
H -1.6318 -6.5002 -2.5455 0.291
H -2.4616 -5.8658 -3.9137 0.355
H -3.4285 -6.1051 -2.4946 0.303
H -1.5709 -4.7973 -0.2845 0.411
H -0.0780 -3.6659 1.1732 0.445
H 0.7929 -2.3940 3.1696 0.341
H 2.6294 2.4752 3.7401 0.393
H 3.1785 4.5667 4.6694 0.428
H 1.5427 6.5445 4.2747 0.294
H -0.7551 5.8949 3.5511 0.431
H -1.3714 3.8036 2.9505 0.301
H -1.0207 2.1125 0.7977 0.293
H -2.3179 -0.3995 -3.0337 0.273
H -0.6674 -0.1262 -2.5292 0.320
H -0.9485 -0.9634 -4.0243 0.375
```

Its multiplicity is 1. Its total charge is 0. Its orbital gap is 0.296 Eh. The LUMO energy comes out at 0.0 eV. Its energy above the lowest of the compared OMol25 structures with the same formula, charge and spin is 3.775 eV. Its structure (SMILES) is Cc1cc(-c2ccc3c(=O)n(-c4ccccc4)[nH]c3n2)c(C)o1.



Entry 2:
C4H4BrF | wB97M-V/def2-TZVPD

XYZ file:
```
10
Properties=species:S:1:pos:R:3:mulliken_charge:R:1
C -1.9453 0.1188 -1.2525 -0.700
C 1.9400 -0.0482 0.7344 -0.338
C -0.6485 0.3006 -1.4543 0.267
C 1.3672 1.0976 0.4124 -0.179
F 0.1837 0.0087 -2.4210 -0.196
Br 1.6602 2.8860 0.5628 -0.074
H -2.4415 -0.1102 -2.1916 0.282
H -2.3542 0.6472 -0.4623 0.306
H 2.7141 -0.1879 1.3628 0.378
H 1.3605 -0.9444 0.6533 0.253
```

Its multiplicity is 3. Its total charge is 0. Its orbital gap (alpha / beta) is 0.332 / 0.306 Eh. The LUMO energy (alpha / beta) comes out at 0.9 / -1.4 eV.



Entry 3:
C2H10N3O | wB97M-V/def2-TZVPD

XYZ file:
```
16
Properties=species:S:1:pos:R:3:mulliken_charge:R:1
C 0.7538 0.4983 1.7890 -0.881
N 0.6526 -0.5011 0.6993 -0.276
C -0.3568 -0.9756 -0.0798 0.861
N -0.3253 -2.1040 -0.7664 -0.368
N -1.5138 -0.2661 -0.0942 -0.343
H 1.3519 0.0185 2.6222 0.274
H 1.3185 1.3139 1.3661 0.301
H -0.2314 0.6404 2.2477 0.409
H 1.5185 -0.5538 0.2293 0.237
H -1.1180 -2.3404 -1.3210 0.197
H 0.4943 -2.6862 -0.7468 0.233
H -2.2441 -0.6422 -0.6094 0.166
H -1.4422 0.5107 0.4919 0.181
H 0.4534 3.0389 -1.5255 0.321
H 0.2229 1.9627 -2.6240 0.309
O 0.4657 2.0861 -1.6783 -0.620
```

Its multiplicity is 1. Its total charge is +1. Its orbital gap is 0.424 Eh. The LUMO energy comes out at -3.0 eV. Its energy above the lowest of the compared OMol25 structures with the same formula, charge and spin is 1.142 eV.



Entry 4:
AgH16O8 | wB97M-V/def2-TZVPD

XYZ file:
```
25
Properties=species:S:1:pos:R:3:mulliken_charge:R:1
Ag -0.1410 0.6256 -0.2140 0.560
O -0.6890 -0.3327 -2.2370 -0.480
H 0.1239 -0.7451 -2.5672 0.296
H -0.7903 0.3434 -2.9433 0.253
O -0.5140 2.5300 -1.4068 -0.554
H -1.0563 3.0594 -0.7953 0.355
H -1.0695 2.5161 -2.1876 0.288
O 0.6339 -2.8331 -0.9215 -0.607
H 1.0774 -3.6096 -0.4852 0.282
H 0.4579 -2.2243 -0.2343 0.428
O 1.2337 2.1264 1.3044 -0.524
H 1.9170 2.6347 0.9297 0.263
H 1.2969 2.3413 2.2246 0.243
O 0.2171 -1.6692 1.4733 -0.529
H -0.6372 -1.6672 1.8796 0.266
H 0.7179 -2.3687 1.9223 0.254
O 2.0345 -0.0877 -0.7684 -0.511
H 2.5273 -0.5205 -1.4742 0.263
H 2.3294 -0.4299 0.0482 0.294
O -2.2962 -0.6629 0.0046 -0.513
H -2.6203 -1.4785 0.3599 0.253
H -2.3926 -1.0591 -0.9019 0.303
O -1.0516 0.8971 2.0895 -0.571
H -0.1115 1.1122 2.0920 0.411
H -1.1973 1.5024 2.8086 0.277
```

Its multiplicity is 1. Its total charge is +1. Its orbital gap is 0.361 Eh. The LUMO energy comes out at -3.1 eV. Its energy above the lowest of the compared OMol25 structures with the same formula, charge and spin is 0.635 eV.



Entry 5:
C28H43F5MgNO4SSbSe2 | wB97M-V/def2-TZVPD

XYZ file:
```
86
Properties=species:S:1:pos:R:3:mulliken_charge:R:1
Mg 0.8372 -0.1042 0.3032 3.957
C 4.7155 0.9097 0.3338 -0.704
Se 3.4993 -0.5891 0.1153 0.298
C 3.6414 -1.3316 1.9173 -0.706
C 3.2299 -0.3883 3.0353 -0.800
Se 1.2904 -0.1120 3.2117 0.335
C 1.4752 1.5122 4.2576 -1.258
H 5.5779 0.5451 0.8876 0.562
H 4.2395 1.7356 0.8492 0.231
H 5.0287 1.2275 -0.6590 -0.011
H 4.6911 -1.5936 2.0394 0.651
H 3.0617 -2.2512 1.9164 0.029
H 3.6736 0.5956 2.8973 0.377
H 3.5709 -0.7802 3.9918 0.562
H 1.9576 2.2988 3.6802 0.334
H 2.0594 1.3000 5.1489 0.435
H 0.4773 1.8282 4.5521 0.366
N 0.8103 2.0740 0.3613 -0.365
C 1.8517 2.5623 -0.5362 0.315
C 2.0163 1.9070 -1.7484 0.102
C 3.1093 2.1973 -2.5435 -1.029
C 4.0419 3.1418 -2.1162 -0.445
C 3.8198 3.8550 -0.9459 -0.401
C 2.7184 3.5637 -0.1513 -0.839
S 5.6193 3.2590 -2.9654 1.332
O 6.2931 2.0748 -2.4538 -0.693
O 5.2592 3.1923 -4.3659 -0.691
O 6.1589 4.5203 -2.5021 -0.701
H -0.0973 2.4276 0.0691 -0.044
H 0.9635 2.4495 1.2922 0.221
H 1.3121 1.1350 -2.0594 0.355
H 3.2823 1.6726 -3.4764 0.455
H 4.5470 4.6026 -0.6523 0.478
H 2.5630 4.0846 0.7902 0.467
C -1.8348 0.2217 -3.0336 -1.288
C -2.6924 0.8112 -1.9089 1.811
C -2.3509 2.2981 -1.7791 -1.674
C -4.1705 0.6348 -2.2517 -1.819
Sb -2.0563 -0.1652 -0.0600 -2.849
C -3.0282 -2.1122 -0.0290 1.862
C -2.5990 -2.8261 -1.3128 -1.948
C -2.5119 -2.8833 1.1974 -1.545
C -4.5514 -2.0292 0.0198 -1.539
C -3.0224 0.9415 1.5603 1.944
C -2.1403 2.1467 1.8951 -1.421
C -3.0585 0.0207 2.7815 -1.807
C -4.4320 1.4230 1.2233 -1.734
H -1.9962 0.8004 -3.9516 0.479
H -2.0835 -0.8159 -3.2528 0.278
H -0.7656 0.2658 -2.8123 0.053
H -2.6684 2.8183 -2.6903 0.555
H -1.2721 2.4648 -1.6998 0.237
H -2.8509 2.7850 -0.9417 0.314
H -4.4027 1.2281 -3.1450 0.546
H -4.8389 0.9639 -1.4573 0.278
H -4.4065 -0.4043 -2.4888 0.319
H -1.5153 -2.8753 -1.4265 0.353
H -3.0169 -2.3555 -2.2041 0.297
H -2.9712 -3.8568 -1.2828 0.593
H -1.4709 -2.6753 1.4363 0.059
H -2.5983 -3.9585 1.0009 0.523
H -3.1048 -2.6694 2.0868 0.309
H -4.9775 -1.5243 -0.8474 0.222
H -4.9107 -1.5292 0.9184 0.241
H -4.9546 -3.0496 0.0377 0.529
H -1.1349 1.8391 2.1981 -0.124
H -2.5841 2.6915 2.7377 0.567
H -2.0584 2.8550 1.0680 0.284
H -2.0830 -0.4198 3.0067 0.316
H -3.7747 -0.7911 2.6662 0.316
H -3.3683 0.6060 3.6568 0.527
H -4.4352 2.1571 0.4172 0.334
H -4.8641 1.9112 2.1065 0.530
H -5.0995 0.6080 0.9408 0.277
F 1.8112 -6.2193 -2.3629 -0.315
C 1.5553 -5.1759 -1.5708 0.614
C 1.4904 -3.8985 -2.0954 0.081
F 1.6782 -3.6975 -3.3992 -0.311
C 1.2195 -2.8432 -1.2522 -0.370
F 1.1401 -1.5819 -1.7676 -0.177
C 0.9988 -2.9861 0.1172 0.267
O 0.7272 -1.9315 0.8624 0.145
C 1.0823 -4.2847 0.6129 -0.003
F 0.8856 -4.5051 1.9201 -0.392
C 1.3529 -5.3599 -0.2150 0.396
F 1.4189 -6.5896 0.2966 -0.314
```

Its multiplicity is 1. Its total charge is 0. Its orbital gap is 0.280 Eh. The LUMO energy comes out at -0.3 eV. Its energy above the lowest of the compared OMol25 structures with the same formula, charge and spin is 0.000 eV.



Entry 6:
C26H34N4O4 | wB97M-V/def2-TZVPD

XYZ file:
```
68
Properties=species:S:1:pos:R:3:mulliken_charge:R:1
C 6.6931 2.5259 2.4317 -0.857
H 7.3297 3.2666 2.9215 0.366
C 7.7671 1.8766 1.4007 -0.751
H 8.1859 2.4848 0.7811 0.576
C 6.9373 0.6083 0.3527 -0.682
C 6.3265 -0.5248 1.3080 -0.661
O 5.6927 -1.5104 0.5560 -0.406
C 4.5178 -1.1385 -0.2198 1.104
C 4.0200 -2.0851 -1.1064 -0.392
C 2.8555 -2.0463 -1.5725 -1.900
C 1.9291 -0.7425 -1.1855 -1.441
C 2.3421 0.1075 -0.4101 -0.521
C 3.7331 -0.2744 0.1305 -0.388
H 4.0534 0.7564 0.9723 -0.064
H 1.8122 0.8380 -0.1814 1.508
N 0.6272 -0.8400 -1.6641 0.709
C -0.3270 -1.7244 -1.4114 0.715
O -1.5014 -1.4228 -1.8971 -0.932
C -0.0834 -2.4958 -0.4431 -1.052
C -0.3787 -1.9197 1.1253 -0.135
C -1.8081 -1.6611 1.4100 0.510
O -2.0931 -1.4846 2.8482 -0.794
N -2.7042 -1.3297 0.5970 0.090
C -4.0866 -1.0092 0.8865 0.090
N -4.6391 -0.6274 -0.6803 -0.391
C -5.8199 -0.4027 -0.4205 -0.073
C -6.6197 -0.4722 0.7582 -0.510
C -5.9474 -0.3916 1.9282 -0.662
C -4.7388 -0.9824 2.0612 -0.295
H -4.0889 -1.1979 2.9295 0.508
H -6.4991 -0.3444 2.8485 0.423
H -7.6949 -0.0049 0.6093 0.244
H -6.3165 -0.1852 -1.3566 0.359
H -2.4741 -1.6349 -0.4726 0.387
H 0.0550 -2.6923 1.7647 0.465
H 0.2535 -0.8252 1.0898 0.010
H -0.9135 -3.3735 -0.6962 0.259
H 0.7997 -3.0354 -0.1732 0.554
C 0.4988 0.3449 -2.7026 -0.637
H -0.3185 0.1241 -3.3881 0.480
C 0.0757 1.4735 -1.8256 0.369
O 0.5569 2.5948 -1.5462 -0.679
N -1.3760 1.3878 -1.5549 -0.062
H -1.8249 0.4261 -1.7468 0.432
C -2.0531 2.4905 -0.8580 -0.075
C -1.6927 2.1045 0.7111 0.199
C -2.9010 2.9071 1.3262 -0.758
H -3.1328 2.5711 2.3305 0.511
H -2.6527 4.1560 1.2025 0.248
C -4.2573 2.8834 0.3303 -0.525
H -4.7218 3.7571 0.1587 0.449
H -4.7406 2.0378 0.5502 -0.114
C -3.2690 2.5339 -1.1608 -1.458
H -3.6290 3.1157 -1.7376 0.886
H -3.6708 1.4231 -1.2888 0.120
H -0.8321 2.5374 1.3352 0.204
H -2.0552 1.0514 0.8577 -0.322
H -1.5544 3.3950 -0.9624 0.606
H 1.5081 0.6302 -3.1546 0.380
H 2.6188 -2.7428 -1.9890 1.403
H 4.7905 -2.9973 -1.3638 0.152
H 5.7312 -0.1577 2.1395 0.338
H 7.2634 -0.9714 1.6498 0.388
H 5.9410 1.2501 0.0877 0.190
H 7.6403 0.3226 -0.2126 0.584
H 8.3971 1.1901 2.0626 0.276
H 6.1681 1.7455 3.1013 0.200
H 5.9301 3.1512 1.8907 0.249
```

Its multiplicity is 1. Its total charge is 0. Its orbital gap is 0.311 Eh. The LUMO energy comes out at 0.0 eV. Its energy above the lowest of the compared OMol25 structures with the same formula, charge and spin is 24.981 eV.